# 1
{
  "formula": "C3H5NO2",
  "method": "the ωB97M-V functional and the def2-TZVPD basis",
  "smiles": "CNC(=O)C=O",
  "species": ["C", "N", "C", "O", "C", "O", "H", "H", "H", "H", "H"],
  "xyz": [[-1.00503, 1.37527, -0.03918], [0.05341, 0.40831, 0.06067], [-0.10186, -0.89913, 0.21759], [-1.12796, -1.51042, 0.49251], [1.54492, -1.57163, -0.10311], [2.41995, -0.89298, -0.56140], [-1.95133, 0.86006, 0.13384], [-0.87431, 2.16406, 0.70502], [-1.01166, 1.82099, -1.03917], [0.99999, 0.65472, -0.18786], [1.05388, -2.40925, 0.32107]],
  "mulliken_charge": [-0.81, -0.19, 0.53, -0.63, 0.12, -0.48, 0.32, 0.27, 0.28, 0.20, 0.39]
}

---

# 2
{
  "formula": "C32H47HfN4O2SeSi",
  "method": "the ωB97M-V functional and the def2-TZVPD basis",
  "total_charge": 1,
  "species": ["Hf", "C", "C", "O", "C", "C", "C", "N", "N", "C", "O", "C", "C", "C", "C", "C", "C", "H", "H", "H", "H", "H", "H", "H", "H", "H", "H", "H", "H", "C", "N", "C", "Se", "N", "C", "C", "C", "C", "C", "C", "H", "H", "H", "H", "H", "H", "H", "H", "C", "C", "C", "C", "Si", "C", "C", "C", "C", "C", "C", "C", "C", "H", "H", "H", "H", "H", "H", "H", "H", "H", "H", "H", "H", "H", "H", "H", "H", "H", "H", "H", "H", "H", "H", "H", "H", "H", "H", "H"],
  "xyz": [[-0.04289, 0.00409, 0.14751], [-3.91428, 1.86336, 0.05005], [-2.43664, 1.85348, 0.28542], [-1.82553, 0.73872, -0.06553], [-1.80369, 2.92709, 0.84159], [-0.41027, 3.00981, 1.14911], [0.18731, 4.29451, 1.61547], [0.34691, 1.94855, 1.01811], [1.71105, 2.09449, 1.28348], [2.41590, 1.11324, 0.82977], [1.87234, 0.09811, 0.15879], [3.87025, 1.11580, 1.05150], [4.66301, 0.17278, 0.40091], [6.03283, 0.15530, 0.60337], [6.61710, 1.07525, 1.46107], [5.83020, 2.01928, 2.11013], [4.46274, 2.04312, 1.90966], [-4.11778, 1.57714, -0.98288], [-4.35165, 2.83402, 0.26357], [-4.38088, 1.11166, 0.69080], [-2.40064, 3.80132, 1.05205], [-0.55254, 5.08893, 1.63848], [1.01404, 4.56811, 0.95971], [0.61751, 4.15558, 2.60802], [4.19528, -0.54182, -0.26387], [6.64633, -0.57612, 0.09426], [7.68637, 1.05704, 1.62637], [6.29162, 2.73605, 2.77648], [3.84012, 2.76885, 2.41327], [0.44666, 3.29670, -4.58843], [0.70895, 1.94104, -5.02920], [0.62014, 0.82992, -4.28401], [0.01849, 0.73244, -2.53381], [0.95887, -0.21891, -5.05487], [1.26370, 0.21058, -6.33854], [1.63917, -0.45839, -7.49239], [1.84144, 0.31299, -8.62316], [1.67694, 1.70102, -8.60439], [1.30562, 2.36909, -7.45149], [1.10245, 1.59535, -6.31927], [0.18728, 3.27772, -3.53438], [-0.38056, 3.72064, -5.15676], [1.33423, 3.91073, -4.73494], [0.96485, -1.17023, -4.72847], [1.76995, -1.53187, -7.51516], [2.13160, -0.16941, -9.54624], [1.84158, 2.26226, -9.51366], [1.17901, 3.44309, -7.43264], [-2.10695, -4.69486, -0.06192], [-1.37098, -3.43624, -0.53338], [-2.35571, -2.54339, -1.30829], [-0.27065, -3.85599, -1.51919], [-0.56388, -2.43902, 0.94966], [1.05199, -3.30798, 1.63839], [1.54188, -2.51426, 2.85986], [0.81412, -4.76545, 2.05110], [2.19154, -3.29532, 0.60471], [-1.84326, -2.10604, 2.40966], [-1.96920, -3.27094, 3.39818], [-3.24202, -1.81877, 1.84301], [-1.40018, -0.84817, 3.18094], [-2.48062, -5.25458, -0.92619], [-2.96259, -4.44870, 0.56812], [-1.44724, -5.35396, 0.50527], [-2.67950, -3.06242, -2.21667], [-1.89901, -1.59944, -1.61852], [-3.24845, -2.31202, -0.72984], [-0.73049, -4.29111, -2.41267], [0.38673, -4.61182, -1.08946], [0.33685, -2.99912, -1.83120], [0.87124, -2.62414, 3.71246], [1.65083, -1.44749, 2.63227], [2.52449, -2.88445, 3.16768], [0.00250, -4.86138, 2.77333], [1.72158, -5.17330, 2.50916], [0.57508, -5.38561, 1.18475], [2.39385, -2.29242, 0.23601], [1.98720, -3.94339, -0.24604], [3.10713, -3.66254, 1.08048], [-2.26634, -4.18968, 2.88912], [-2.73358, -3.04345, 4.14954], [-1.03427, -3.45955, 3.92714], [-3.68661, -2.70934, 1.39909], [-3.21689, -1.02953, 1.09138], [-3.90391, -1.49547, 2.65384], [-0.48826, -1.01105, 3.75345], [-2.18349, -0.55554, 3.88705], [-1.23740, 0.01681, 2.51429]],
  "mulliken_charge": [-1.69, -1.51, 0.94, 0.06, -1.23, 1.23, -1.37, 0.75, -0.97, 0.43, -0.35, 0.44, -0.18, -0.87, -0.36, -0.73, -0.30, 0.32, 0.41, 0.28, 0.34, 0.44, 0.35, 0.31, 0.42, 0.42, 0.41, 0.41, 0.47, -0.92, 0.42, -0.01, -0.44, 0.07, 0.25, -0.85, -0.48, -0.65, -0.56, 0.71, 0.20, 0.36, 0.35, 0.14, 0.42, 0.41, 0.40, 0.44, -1.63, 2.46, -1.50, -1.95, 0.05, 2.73, -1.83, -1.71, -1.76, 2.79, -2.00, -1.95, -1.99, 0.55, 0.28, 0.26, 0.60, 0.12, 0.25, 0.60, 0.34, 0.26, 0.33, 0.17, 0.62, 0.30, 0.53, 0.29, 0.10, 0.25, 0.60, 0.36, 0.54, 0.37, 0.29, 0.03, 0.64, 0.21, 0.55, 0.71]
}

---

# 3
{
  "formula": "C4H6S2",
  "method": "the ωB97M-V functional and the def2-TZVPD basis",
  "smiles": "S=C1CC(S)C1",
  "species": ["S", "C", "C", "C", "S", "C", "H", "H", "H", "H", "H", "H"],
  "xyz": [[2.78036, -0.06414, 0.03134], [1.16075, 0.01714, -0.10725], [0.06222, 1.13031, -0.12386], [-0.91787, 0.08558, 0.44367], [-2.67525, 0.01673, -0.06884], [0.03352, -0.96449, -0.14180], [-0.18043, 1.32370, -1.12372], [0.22123, 2.10784, 0.35491], [-0.84191, 0.10377, 1.52276], [-2.87957, -1.26314, 0.16095], [0.20498, -1.86682, 0.48010], [-0.23765, -1.25797, -1.21952]],
  "mulliken_charge": [-0.28, 0.04, -0.57, -0.16, -0.24, -0.41, 0.26, 0.34, 0.35, 0.11, 0.32, 0.24]
}

---

# 4
{
  "formula": "C5H6N2",
  "method": "the ωB97M-V functional and the def2-TZVPD basis",
  "smiles": "[H]/N=C(C)\\N=C/C#C",
  "species": ["H", "N", "C", "C", "N", "C", "C", "C", "H", "H", "H", "H", "H"],
  "xyz": [[1.01233, 1.84991, -1.23889], [1.03073, 1.64545, -0.23922], [0.05488, 0.96598, 0.18362], [-0.16843, 0.77296, 1.65437], [-1.06227, 0.58393, -0.61651], [-1.06107, -0.53846, -1.18723], [0.04415, -1.44233, -1.00994], [0.93287, -2.24206, -0.86658], [-1.18093, 1.05632, 1.93062], [0.54799, 1.37482, 2.20704], [-0.02523, -0.27821, 1.90769], [-1.83988, -0.80375, -1.89656], [1.71484, -2.94455, -0.82841]],
  "mulliken_charge": [0.25, -0.65, 0.66, -1.05, -0.46, -0.33, -0.56, 0.46, 0.33, 0.35, 0.25, 0.37, 0.40]
}

---

| no. | DFT total energy (eV) |
| --- | --- |
| 1 | -8775.033 |
| 2 | -118530.250 |
| 3 | -25914.128 |
| 4 | -8259.654 |